No. 1
This record from the OMol25 dataset describes a molecular structure, C28H33F6N5O4PRhS6. The level of theory is ωB97M-V with the def2-TZVPD basis set.

Computed properties:
* energy above the lowest of the compared OMol25 structures with the same formula, charge and spin: 0.00 kcal/mol
* charge: 0
* E_HOMO: -7.19 eV

Element x y z (Å)
Rh -0.271 0.330 -0.022
S 0.245 1.787 1.680
C 1.562 2.714 0.966
C 1.894 3.964 1.478
C 2.968 4.665 0.955
C 3.721 4.118 -0.076
C 3.397 2.871 -0.584
C 2.315 2.168 -0.068
S 1.912 0.573 -0.716
H 1.296 4.388 2.275
H 3.208 5.646 1.344
H 4.545 4.671 -0.506
H 3.958 2.456 -1.411
N -2.636 1.044 2.628
C -3.110 0.504 1.481
N -2.377 0.200 0.438
C -3.160 -0.307 -0.590
C -4.473 -0.429 -0.310
S -4.787 0.131 1.287
C -2.485 -0.618 -1.841
C -3.060 -0.908 -3.023
S -1.861 -0.998 -4.254
C -0.643 -0.603 -3.090
N -1.098 -0.512 -1.855
N 0.633 -0.434 -3.470
H -1.813 1.635 2.522
H -3.320 1.384 3.283
H -5.259 -0.814 -0.936
H -4.108 -1.000 -3.249
H 0.769 -0.098 -4.413
H 1.213 0.083 -2.806
C 0.937 -2.855 -1.306
C 1.307 -2.908 0.178
C 0.943 -4.311 0.692
C 2.836 -2.748 0.220
P 0.375 -1.554 1.158
C -1.181 -2.439 1.601
C -1.596 -2.747 2.896
C -2.779 -3.438 3.125
C -3.575 -3.841 2.067
C -3.180 -3.540 0.772
C -2.003 -2.847 0.549
C 1.291 -1.295 2.796
C 0.388 -0.523 3.798
C 1.691 -2.630 3.455
C 2.587 -0.490 2.596
H 1.437 -3.692 -1.800
H 1.295 -1.945 -1.775
H -0.128 -2.958 -1.498
H 1.597 -5.024 0.185
H -0.085 -4.579 0.454
H 1.084 -4.437 1.762
H 3.252 -3.480 -0.477
H 3.269 -2.954 1.194
H 3.149 -1.759 -0.109
H -1.014 -2.450 3.751
H -3.073 -3.659 4.143
H -4.496 -4.380 2.248
H -3.790 -3.838 -0.071
H -1.730 -2.614 -0.469
H 0.258 -1.111 4.709
H -0.603 -0.283 3.419
H 0.858 0.419 4.068
H 0.852 -3.300 3.630
H 2.126 -2.385 4.427
H 2.448 -3.171 2.896
H 2.393 0.502 2.200
H 3.305 -0.984 1.950
H 3.047 -0.376 3.581
F -3.134 3.924 -1.739
C -1.893 4.338 -2.014
F -1.934 5.129 -3.081
F -1.435 5.030 -0.978
S -0.838 2.865 -2.346
O -0.913 2.214 -1.042
O -1.451 2.174 -3.444
N 0.554 3.512 -2.575
S 1.482 3.374 -3.853
O 1.340 2.128 -4.553
O 2.787 3.849 -3.528
C 0.812 4.634 -5.022
F -0.421 4.313 -5.411
F 0.781 5.836 -4.449
F 1.596 4.693 -6.098

Force components x, y, z for each atom (eV/Å):
-0.1 0.0 0.0
0.1 0.0 0.0
0.0 0.0 0.0
0.0 0.0 0.0
0.0 0.0 0.0
0.0 0.0 0.0
0.0 0.0 0.0
0.0 0.0 0.0
0.0 0.0 0.0
0.0 0.0 0.0
0.0 0.0 0.0
0.0 0.0 0.0
0.0 0.0 0.0
0.0 0.0 0.0
0.0 0.0 0.0
0.0 0.0 0.0
0.0 0.0 0.0
0.0 0.0 0.0
0.0 0.0 0.0
0.0 0.0 0.0
0.0 0.0 0.0
0.0 0.0 0.0
0.0 0.0 0.0
0.0 0.0 0.0
0.0 0.0 0.0
0.0 0.0 0.0
0.0 0.0 0.0
0.0 0.0 0.0
0.0 0.0 0.0
0.0 0.0 0.0
0.0 0.0 0.0
0.0 0.0 0.0
0.0 0.0 0.0
0.0 0.0 0.0
0.0 0.0 0.0
0.0 0.0 0.0
0.0 0.0 0.0
0.0 0.0 0.0
0.0 0.0 0.0
0.0 0.0 0.0
0.0 0.0 0.0
0.0 0.0 0.0
0.0 0.0 0.0
0.0 0.0 0.0
0.0 0.0 0.0
0.0 0.0 0.0
0.0 0.0 0.0
0.0 0.0 0.0
0.0 0.0 0.0
0.0 0.0 0.0
0.0 0.0 0.0
0.0 0.0 0.0
0.0 0.0 0.0
0.0 0.0 0.0
0.0 0.0 0.0
0.0 0.0 0.0
0.0 0.0 0.0
0.0 0.0 0.0
0.0 0.0 0.0
0.0 0.0 0.0
0.0 0.0 0.0
0.0 0.0 0.0
0.0 0.0 0.0
0.0 0.0 0.0
0.0 0.0 0.0
0.0 0.0 0.0
0.0 0.0 0.0
0.0 0.0 0.0
0.0 0.0 0.0
0.0 0.0 0.0
0.0 0.0 0.0
0.0 0.0 0.0
0.0 0.0 0.0
0.0 0.0 0.0
0.1 0.0 0.0
0.0 0.0 0.0
0.0 0.0 0.0
0.0 0.0 0.0
0.0 0.0 0.0
0.0 0.0 0.0
0.0 0.0 0.0
0.0 0.0 0.0
0.0 0.0 0.0
0.0 0.0 0.0

No. 2
This record from the OMol25 dataset describes a molecular structure, C28H33FNO9P3S2Se2Ta in a non-equilibrium geometry. The level of theory is ωB97M-V with the def2-TZVPD basis set.

Computed properties:
* energy above the lowest of the compared OMol25 structures with the same formula, charge and spin: 24.46 kcal/mol
* charge: +1
* E_HOMO: -10.00 eV

Element x y z (Å)
Ta 0.223 -0.085 -0.706
O -1.429 1.332 -1.104
N -1.353 2.642 -1.267
C -2.504 3.317 -1.433
C -2.491 4.674 -1.609
C -1.266 5.344 -1.609
C -0.104 4.630 -1.437
C -0.149 3.245 -1.266
S 1.228 2.241 -1.091
H -3.396 2.710 -1.416
H -3.422 5.205 -1.738
H -1.237 6.416 -1.744
H 0.864 5.110 -1.438
C 3.689 -2.509 1.264
C 3.014 -2.747 -0.073
O 3.300 -4.037 -0.617
P 1.212 -2.862 0.091
O 0.881 -4.156 0.921
O 0.615 -3.080 -1.359
O 0.513 -1.705 0.723
P 3.273 -1.366 -1.312
O 3.268 -2.228 -2.673
O 4.493 -0.572 -1.172
O 1.886 -0.684 -1.347
H 3.488 -3.337 1.944
H 3.294 -1.591 1.694
H 4.765 -2.400 1.120
H 4.247 -4.123 -0.780
H 1.363 -4.961 0.671
H 1.126 -3.648 -1.962
H 4.025 -1.994 -3.235
Se -2.135 -1.351 -0.642
P -2.128 -0.658 1.430
Se -0.650 0.916 1.727
C -1.834 -2.091 2.515
C -2.564 -3.249 2.262
C -2.386 -4.361 3.068
C -1.476 -4.318 4.117
C -0.749 -3.163 4.363
C -0.926 -2.044 3.563
C -3.778 -0.089 1.933
C -3.930 0.336 3.251
C -5.178 0.731 3.700
C -6.266 0.710 2.836
C -6.108 0.294 1.523
C -4.861 -0.110 1.065
H -3.260 -3.274 1.432
H -2.959 -5.259 2.877
H -1.334 -5.189 4.743
H -0.043 -3.133 5.184
H -0.359 -1.137 3.738
H -3.070 0.360 3.911
H -5.309 1.050 4.725
H -7.240 1.018 3.190
H -6.959 0.278 0.854
H -4.722 -0.442 0.044
C 4.206 2.276 0.637
S 2.904 1.566 1.665
C 4.016 0.923 2.946
O 2.361 0.343 0.951
H 4.855 2.890 1.260
H 3.735 2.884 -0.130
H 4.749 1.454 0.178
H 4.376 1.773 3.524
H 4.849 0.394 2.487
H 3.442 0.265 3.597
F 1.551 4.083 -5.862
C 1.123 2.989 -5.200
C 2.024 1.980 -4.917
C 1.575 0.871 -4.222
C 0.248 0.759 -3.799
C -0.201 -0.392 -2.972
C -0.637 1.779 -4.151
C -0.207 2.900 -4.843
H 3.052 2.072 -5.239
H 2.270 0.072 -3.995
H 0.353 -1.291 -3.242
H -1.263 -0.575 -3.129
H -1.682 1.691 -3.875
H -0.892 3.691 -5.121

Force components x, y, z for each atom (eV/Å):
-2.1 3.1 -0.1
0.1 -0.3 -0.5
0.5 0.0 0.2
-0.3 0.1 0.0
0.1 0.0 0.0
0.0 0.0 0.0
0.0 0.0 0.0
-0.2 0.0 0.0
0.0 -0.6 0.2
0.1 -0.1 0.0
0.0 0.0 0.0
0.0 0.0 0.0
0.0 0.0 0.0
-0.1 0.1 0.0
-0.3 0.1 -0.1
0.0 0.0 0.1
-0.4 -1.6 0.1
0.2 0.0 0.2
0.2 -0.3 0.0
0.6 0.3 -0.6
0.8 -0.7 -0.6
0.1 0.3 0.0
0.0 0.1 0.2
1.6 -0.3 -0.6
0.0 -0.1 -0.1
0.1 0.1 0.1
0.0 0.0 0.0
0.0 0.0 0.0
0.0 0.2 0.0
0.0 0.2 0.1
-0.2 -0.1 0.1
-0.1 -0.1 0.0
-0.4 -0.1 0.5
-0.3 -0.3 0.1
0.1 0.2 -0.2
0.0 0.1 0.1
-0.1 0.0 -0.1
0.0 0.0 0.0
0.0 0.0 0.1
0.0 0.0 0.0
0.2 -0.1 -0.2
0.0 0.0 -0.1
0.0 0.0 0.1
0.0 0.0 -0.1
-0.1 0.0 0.0
0.1 0.0 0.0
0.0 -0.1 0.0
0.0 0.0 0.0
0.0 0.0 0.0
0.0 0.0 0.0
0.0 0.0 0.0
-0.1 0.0 0.1
0.0 0.0 0.0
0.0 0.0 0.0
0.0 0.0 0.0
-0.1 0.0 0.0
-0.2 -0.1 0.0
0.2 0.0 0.3
-0.3 0.1 -0.2
0.2 0.0 0.0
-0.1 0.0 0.0
0.0 0.0 0.0
0.1 -0.1 0.0
0.0 0.0 0.0
0.0 0.0 0.0
0.0 0.0 -0.1
0.0 0.0 0.0
0.0 0.0 0.0
0.0 0.0 0.0
-0.1 0.0 0.0
0.1 0.1 -0.1
-0.2 -0.3 0.8
0.1 -0.1 0.0
0.0 0.1 0.0
0.0 0.0 0.0
0.0 0.0 0.0
0.0 0.0 0.0
0.0 0.0 0.0
0.0 0.0 0.0
0.0 0.0 0.0

No. 3
This record from the OMol25 dataset describes a molecular structure, C28H33IrN7O5S. The level of theory is ωB97M-V with the def2-TZVPD basis set.

Computed properties:
* energy above the lowest of the compared OMol25 structures with the same formula, charge and spin: 15.29 kcal/mol
* charge: +1
* E_HOMO: -10.39 eV

Element x y z (Å)
Ir -0.206 -0.462 -0.865
C 3.068 -2.910 0.419
C 1.768 -2.267 0.078
N 1.650 -1.302 -0.773
O 2.807 -0.772 -1.306
C 0.527 -2.701 0.689
C 0.437 -3.914 1.556
N -0.551 -1.993 0.372
O -1.702 -2.323 0.757
H 3.901 -2.395 -0.048
H 3.060 -3.949 0.086
H 3.206 -2.919 1.501
H 2.482 -0.085 -1.906
H 1.044 -3.804 2.458
H 0.785 -4.808 1.035
H -0.597 -4.067 1.847
C -0.383 -5.598 -5.279
O 0.217 -4.498 -5.953
C 0.244 -3.311 -5.338
C 0.887 -2.277 -6.055
C 0.984 -1.044 -5.493
C 0.467 -0.754 -4.202
C 0.702 0.537 -3.634
C 1.253 1.654 -4.481
O 0.553 0.829 -2.416
C -0.231 -1.793 -3.517
O -0.896 -1.597 -2.403
C -0.310 -3.068 -4.094
H -0.247 -6.455 -5.930
H -1.449 -5.423 -5.123
H 0.108 -5.782 -4.322
H 1.293 -2.496 -7.032
H 1.491 -0.268 -6.048
H 2.293 1.447 -4.742
H 1.211 2.579 -3.913
H 0.694 1.768 -5.407
H -0.829 -3.831 -3.534
N 0.813 3.649 4.940
C 1.206 4.824 5.545
C 1.111 5.284 6.856
C 1.622 6.541 7.102
C 2.206 7.317 6.083
C 2.293 6.856 4.789
C 1.780 5.586 4.518
N 1.728 4.890 3.325
C 1.153 3.757 3.616
C 0.899 2.713 2.623
C 0.499 1.424 2.955
C 0.263 0.504 1.955
N 0.422 0.798 0.658
C 0.820 2.041 0.331
C 1.066 3.012 1.272
H 0.333 2.887 5.382
H 0.665 4.692 7.644
H 1.574 6.943 8.105
H 2.593 8.296 6.330
H 2.741 7.447 4.001
H 0.371 1.110 3.982
H -0.063 -0.500 2.186
H 0.936 2.237 -0.726
H 1.383 4.002 0.977
C -4.631 0.309 1.493
N -4.531 -0.641 0.394
C -3.513 -0.712 -0.465
S -2.339 0.557 -0.498
N -3.461 -1.718 -1.320
C -4.330 -2.877 -1.249
H -5.673 0.373 1.795
H -4.303 1.290 1.168
H -4.020 -0.010 2.339
H -5.099 -1.469 0.480
H -2.582 -1.810 -1.822
H -5.379 -2.580 -1.295
H -4.149 -3.460 -0.341
H -4.132 -3.506 -2.112

Force components x, y, z for each atom (eV/Å):
0.5 0.0 -0.2
0.0 0.0 0.0
0.0 0.1 -0.1
-0.2 -0.2 0.1
0.0 -0.1 0.0
-0.1 0.0 -0.1
0.0 0.0 0.0
0.1 -0.1 0.1
0.2 0.0 0.3
0.0 0.0 0.0
0.0 0.0 0.0
0.0 0.0 0.0
0.0 0.0 0.0
0.0 0.0 0.0
0.0 0.0 0.0
0.0 0.0 0.0
0.0 0.0 0.0
0.0 0.0 0.0
-0.1 0.0 0.0
0.0 0.0 0.0
0.0 -0.1 0.0
0.1 0.0 0.1
0.0 -0.1 -0.1
0.0 0.0 0.0
-0.5 0.2 0.3
-0.1 0.2 0.0
0.3 -0.4 0.1
0.0 0.0 -0.1
0.0 0.0 0.0
0.0 0.0 0.0
0.0 0.0 0.0
0.0 0.0 0.0
0.0 0.0 0.0
0.0 0.0 0.0
0.0 0.0 0.0
0.0 0.0 0.0
0.0 0.0 0.0
0.0 0.0 0.0
0.0 0.0 0.0
0.0 0.0 0.0
0.0 0.0 0.0
0.0 0.0 0.0
0.0 0.0 0.0
0.0 0.0 0.0
0.0 0.0 0.0
0.0 0.0 0.0
0.0 0.0 0.0
0.0 0.0 0.0
0.1 0.0 -0.1
-0.3 0.1 0.0
0.1 -0.1 0.0
0.0 0.0 0.0
0.0 0.0 0.0
0.0 0.0 0.0
0.0 0.0 0.0
0.0 0.0 0.0
0.0 0.0 0.0
0.0 0.0 0.0
-0.1 0.0 0.0
-0.1 0.0 0.0
0.0 0.0 0.0
0.0 0.0 -0.1
0.1 -0.1 0.1
0.0 -0.1 0.0
0.1 0.2 -0.2
-0.1 0.0 0.0
0.0 0.0 0.0
0.0 0.0 0.0
0.0 0.0 0.0
0.0 0.0 0.0
-0.1 0.1 -0.1
0.0 0.0 -0.2
0.0 0.0 0.0
0.0 0.0 0.0
0.0 0.0 0.0